Entry 1:
Computed, not measured: an isolated molecule of C3H6O2S, with ωB97M-V/def2-TZVPD.

Computed properties:
Largest force on an atom ... 4.93 eV Å⁻¹
Calculated total energy ... -666.55107 Eh
ΔE to the lowest compared entry with this formula, charge and spin ... 27.0 kcal/mol
Structure (SMILES) ... O=C(O)CCS

Atoms and positions in Å:
O 0.6390 0.2354 -2.2440
C -0.0468 -0.4093 -1.5124
O -1.3745 -0.5293 -1.6365
C 0.4531 -0.6220 -0.0447
C 0.4935 0.5401 0.9782
S -1.1598 0.7123 1.8167
H -1.4914 -0.3027 -2.6085
H 0.0158 -1.5642 0.4081
H 1.4954 -0.9684 -0.2694
H 0.5145 1.3738 0.3224
H 1.2904 0.2588 1.7888
H -0.8292 1.2755 3.0014

Cartesian forces (eV/Å) of the 6 atoms listed first:
0.50 -0.47 -1.67
-0.32 2.63 4.15
0.12 -0.59 -2.42
0.79 -3.52 -0.26
-0.49 -1.90 0.76
0.04 -0.30 0.03

=====

Entry 2:
Computed, not measured: the ion C15H28N2O3P with charge +1, with ωB97M-V/def2-TZVPD.

Computed properties:
Charge ... +1
Largest force on an atom ... 1.95 eV Å⁻¹
Calculated total energy ... -1264.75157 Eh
ΔE to the lowest compared entry with this formula, charge and spin ... 0.0 kcal/mol
Structure (SMILES) ... CCCCCCC[N@@+](N)(CCc1ccccc1)P(=O)(O)O

Atoms and positions in Å:
C -3.1457 2.6800 -2.0684
C -1.7514 3.2041 -2.3817
C -0.6691 2.1470 -2.0921
C 0.6301 2.7576 -1.5611
C 0.5974 3.0570 -0.0470
C 1.4725 2.0818 0.7785
C 0.8232 1.4279 1.9917
N -0.1097 0.2652 1.7007
N -1.3260 0.7968 1.1488
C 0.4805 -0.7150 0.7411
C -0.3222 -1.9880 0.5344
C 0.5314 -2.9766 -0.2399
C 1.2219 -2.6169 -1.3976
C 2.0169 -3.5623 -2.0468
C 2.1432 -4.8562 -1.5631
C 1.4449 -5.2197 -0.4182
C 0.6472 -4.2772 0.2357
P -0.5110 -0.4329 3.3509
O -0.5394 0.6338 4.3286
O -1.8874 -1.1861 3.2550
O 0.5717 -1.5455 3.6547
H -3.3396 1.7633 -2.6161
H -3.2599 2.4720 -1.0046
H -3.8876 3.4331 -2.3143
H -1.6983 3.4358 -3.4405
H -1.5451 4.1225 -1.8365
H -1.0514 1.3547 -1.4525
H -0.4249 1.6802 -3.0460
H 1.4546 2.0908 -1.8077
H 0.8030 3.6841 -2.1005
H 1.0015 4.0562 0.0744
H -0.4272 3.0843 0.3080
H 2.2766 2.6750 1.2038
H 1.9513 1.3715 0.1133
H 1.6116 1.0314 2.6256
H 0.2909 2.1740 2.5649
H -1.6289 1.6060 1.6754
H -2.0513 0.0998 1.0744
H 0.5848 -0.2171 -0.2132
H 1.4916 -0.9423 1.0705
H -0.5770 -2.4912 1.4648
H -1.2347 -1.8017 -0.0308
H 1.1445 -1.6211 -1.8051
H 2.5472 -3.2567 -2.9356
H 2.7716 -5.5687 -2.0675
H 1.5071 -6.2249 -0.0377
H 0.1282 -4.5977 1.1276
H -2.1164 -1.5801 2.4038
H 1.3590 -1.5079 3.0977

Cartesian forces (eV/Å) of the 6 atoms listed first:
0.14 0.45 0.15
-0.01 -0.69 0.23
0.33 0.38 -0.70
-0.60 -0.23 0.25
0.54 -0.10 -0.50
-0.53 0.45 -0.07

=====

Entry 3:
Computed, not measured: an isolated molecule of C8H7NOS, with ωB97M-V/def2-TZVPD.

Computed properties:
Largest force on an atom ... 4.84 eV Å⁻¹
Calculated total energy ... -837.11240 Eh
ΔE to the lowest compared entry with this formula, charge and spin ... 75.9 kcal/mol
Structure (SMILES) ... CS/N=C1\C=CC=CC1=C=O

Atoms and positions in Å:
C 2.9979 1.7086 0.2949
S 2.0215 0.4182 -0.5631
N 0.5360 0.9980 -0.1663
C -0.5305 0.2686 -0.1301
C -0.4495 -1.1554 -0.2963
C -1.4278 -2.1233 -0.2393
C -2.8129 -1.5493 -0.0206
C -2.9190 -0.2295 0.1993
C -1.8861 0.7350 0.0743
C -2.6083 1.8834 0.0055
O -3.3547 2.7718 -0.0832
H 3.8977 1.1723 0.5994
H 2.6035 2.0884 1.1331
H 3.3469 2.5525 -0.3401
H 0.5839 -1.4792 -0.6062
H -1.2713 -3.1551 -0.3756
H -3.5934 -2.2706 -0.1804
H -3.9463 0.1828 0.2590

Cartesian forces (eV/Å) of the 6 atoms listed first:
2.55 -1.28 -3.66
0.97 0.56 0.66
-1.93 1.15 0.18
1.05 0.18 -0.20
1.15 -3.32 -1.16
-1.04 4.71 0.45

=====

Entry 4:
Computed, not measured: a structure of composition C13H22CoN4O2S, with ωB97M-V/def2-TZVPD.

Computed properties:
Charge ... +1
Largest force on an atom ... 3.40 eV Å⁻¹
Calculated total energy ... -2658.84222 Eh
ΔE to the lowest compared entry with this formula, charge and spin ... 40.2 kcal/mol

Atoms and positions in Å:
Co -0.0360 0.2034 -0.2225
N -0.1400 2.1229 0.9184
C -0.5157 1.8966 2.3231
C -1.1539 0.5156 2.5032
N -0.3595 -0.5585 1.8895
C -1.1508 -1.7900 1.7976
C -0.6638 -2.6975 0.6673
N -0.5998 -1.9222 -0.5749
C 0.9092 -0.7749 2.5952
C 2.0676 -1.0285 1.6246
N 2.0507 0.0066 0.5838
H 0.6259 2.7902 0.8699
H -0.9340 2.5747 0.4448
H -1.2441 2.6435 2.6568
H 0.3686 1.9972 2.9561
H -2.1243 0.5301 2.0064
H -1.3156 0.3215 3.5722
H -2.1860 -1.5131 1.5842
H -1.1242 -2.3344 2.7511
H -1.3567 -3.5417 0.5847
H 0.3269 -3.0984 0.8814
H -1.5468 -1.7753 -0.9286
H -0.0853 -2.4317 -1.2900
H 0.8257 -1.6065 3.3045
H 1.1506 0.1181 3.1727
H 1.9740 -1.9942 1.1295
H 3.0029 -1.0351 2.1987
H 2.7396 -0.2079 -0.1331
H 2.3293 0.8943 0.9956
O -2.3696 2.7642 -0.7468
C -2.1189 1.7060 -1.3040
O -1.8898 0.5846 -0.7495
C -1.9945 1.6618 -2.8136
C -3.0052 2.1719 -3.6059
C -2.8859 2.1395 -4.9880
C -1.7410 1.6200 -5.5767
C -0.7265 1.1163 -4.7925
C -0.8326 1.1297 -3.3952
S 0.5575 0.5768 -2.5047
H -3.8758 2.6071 -3.1384
H -3.6819 2.5278 -5.6025
H -1.6253 1.6309 -6.6491
H 0.1664 0.7108 -5.2378

Cartesian forces (eV/Å) of the 6 atoms listed first:
-0.17 -0.09 0.27
0.05 -0.49 -0.90
-0.09 -0.45 0.38
-0.19 0.56 0.16
-0.22 0.52 -0.80
-0.10 -0.45 -0.33